1.
Density functional theory data (ωB97M-V/def2-TZVPD) for an isolated ion of composition CH5N2 and charge +2 in a non-equilibrium geometry.

```
8
Properties=species:S:1:pos:R:3
N -0.193 0.999 0.411
C -0.513 -0.143 -0.140
N 0.492 -1.098 -0.206
H 0.775 1.403 0.598
H -0.922 1.743 0.468
H -1.506 -0.302 -0.367
H 0.466 -1.787 -0.979
H 1.402 -0.815 0.215
```

Its spin multiplicity is 2. The value obtained for the relative energy (zero: lowest compared OMol25 entry of this formula, charge and spin) is 9.0 kcal/mol. The value obtained for the total energy is -4074.690 eV. As for the net charge: +2. The value obtained for the HOMO energy (spin up / spin down) is -26.23 / -27.04 eV. Its gap between HOMO and LUMO (spin up / spin down) is 13.93 / 10.14 eV.

Mulliken population analysis, charges in e, atoms 1 to 2: -0.117, 0.241

2.
Density functional theory data (ωB97M-V/def2-TZVPD) for a 2-piece molecular cluster, C14H16 overall in a non-equilibrium geometry.

```
30
Properties=species:S:1:pos:R:3
C 2.341 2.902 -0.434
C 0.380 1.756 -1.554
C 1.753 1.748 -1.137
C -0.198 0.707 -2.148
C 0.703 -0.263 -2.756
C 2.593 0.755 -1.694
C 2.064 -0.282 -2.446
H -0.160 2.468 -0.912
H -1.237 0.589 -2.391
H 2.345 2.577 0.655
H 1.613 3.686 -0.331
H 0.234 -0.935 -3.472
H 3.614 0.777 -1.390
H 2.684 -1.118 -2.751
H 3.399 3.086 -0.592
C -3.750 -0.734 1.181
C -0.194 -2.120 1.128
C -1.520 -1.911 0.806
C 0.414 -1.418 2.166
C -2.293 -0.950 1.443
C -0.306 -0.419 2.827
C -1.611 -0.172 2.383
H 0.248 -3.000 0.675
H -1.837 -2.470 -0.071
H 1.461 -1.630 2.408
H 0.005 0.080 3.738
H -4.153 -1.666 0.813
H -3.868 -0.046 0.306
H -2.198 0.610 2.861
H -4.322 -0.269 1.968
```

Its spin multiplicity is 2. The value obtained for the relative energy (zero: lowest compared OMol25 entry of this formula, charge and spin) is 21.7 kcal/mol. The value obtained for the total energy is -14768.135 eV. As for the net charge: +1. The value obtained for the HOMO energy (spin up / spin down) is -11.60 / -11.60 eV. Its gap between HOMO and LUMO (spin up / spin down) is 7.35 / 3.61 eV.

Mulliken population analysis, charges in e, atoms 1 to 2: -1.437, -0.413

3.
Density functional theory data (ωB97M-V/def2-TZVPD) for C3H9NO2 as an isolated structure in a non-equilibrium geometry.

```
15
Properties=species:S:1:pos:R:3
C 0.014 -0.184 -0.578
C -1.467 -0.187 -0.789
C -2.228 0.393 0.291
N -3.514 0.748 0.494
O 2.947 0.132 -0.534
H 0.496 -1.135 -0.569
H 0.296 0.338 0.317
H 0.573 0.305 -1.363
H -1.543 0.554 1.069
H -1.977 -0.629 -1.613
H 2.195 -0.906 2.186
H -4.066 0.500 -0.312
H 3.826 0.623 -0.591
H 2.605 -0.170 0.528
O 1.845 -0.382 1.465
```

Its spin multiplicity is 1. The value obtained for the relative energy (zero: lowest compared OMol25 entry of this formula, charge and spin) is 170.4 kcal/mol. The value obtained for the total energy is -8835.568 eV. The value obtained for the HOMO energy is -8.07 eV. Its gap between HOMO and LUMO is 3.78 eV.

Mulliken population analysis, charges in e, atoms 1 to 2: -1.179, 0.301

4.
Density functional theory data (ωB97M-V/def2-TZVPD) for C18H15F9N2OsS as an isolated structure.

```
46
Properties=species:S:1:pos:R:3
Os -0.155 -0.385 -0.346
C -1.865 -2.531 2.305
C -1.762 -2.735 0.806
N -1.856 -1.475 -0.028
C -2.174 -1.858 -1.450
C -0.944 -2.374 -2.182
C -2.889 -0.521 0.474
C -2.754 0.817 -0.251
N -1.304 1.058 -0.461
C -0.758 2.349 -0.565
C 0.619 2.428 -0.815
F 1.288 1.234 -1.005
C 1.306 3.608 -0.949
F 2.604 3.576 -1.189
C 0.618 4.803 -0.830
C -0.745 4.764 -0.598
F -1.428 5.884 -0.488
C -1.440 3.567 -0.470
F -2.747 3.615 -0.262
H -1.572 -3.460 2.791
H -2.882 -2.307 2.623
H -1.197 -1.752 2.676
H -2.563 -3.395 0.466
H -0.815 -3.204 0.547
H -2.554 -0.977 -1.965
H -2.982 -2.592 -1.438
H -0.147 -1.611 -2.294
H -1.225 -2.621 -3.206
H -0.507 -3.258 -1.724
H -2.705 -0.374 1.535
H -3.886 -0.948 0.348
H -3.190 1.605 0.356
H -3.259 0.840 -1.218
H 1.133 5.750 -0.924
F 6.327 -1.150 0.152
C 5.083 -0.901 0.472
C 4.055 -1.539 -0.226
F 4.322 -2.382 -1.205
C 2.764 -1.244 0.134
F 1.725 -1.836 -0.564
C 2.436 -0.349 1.148
S 0.758 -0.170 1.616
C 3.479 0.286 1.816
F 3.212 1.149 2.780
C 4.798 0.008 1.486
F 5.779 0.607 2.121
```

Its spin multiplicity is 1. The value obtained for the relative energy (zero: lowest compared OMol25 entry of this formula, charge and spin) is 0.0 kcal/mol. The value obtained for the total energy is -59630.005 eV. As for the net charge: +2. The value obtained for the HOMO energy (spin up / spin down) is -15.45 / -15.45 eV. Its gap between HOMO and LUMO (spin up / spin down) is 6.17 / 6.17 eV.

Mulliken population analysis, charges in e, atoms 1 to 2: 1.289, -1.353